Here is C43H55GeN6O5PSSiSrTe as an isolated structure from the Open Molecules 2025 dataset. Energies are from ωB97M-V/def2-TZVPD.

For the orbital gap, the calculation gives 5.58 eV. Its energy above the lowest of the compared OMol25 structures with the same formula, charge and spin is 0.0 kcal per mole. The LUMO energy is 3.7 eV. The value obtained for the HOMO energy is -0.0699 Eh. As for the molar mass: 1114.9 g/mol.

The geometry in ORCA input format:
```
! RIJCOSX wB97M-V def2-TZVPD def2/J DEFGRID3
* xyz -2 1
Sr 0.016 0.204 0.215
C 0.576 2.141 4.173
C -0.775 2.012 3.561
N -1.063 1.368 2.453
C -2.411 1.521 2.256
C -2.952 2.253 3.281
N -1.891 2.555 4.101
C -4.295 2.742 3.649
O -5.282 2.426 2.847
O -4.440 3.420 4.654
C -3.070 1.112 0.975
O -4.332 1.178 0.930
O -2.315 0.791 0.038
H 1.321 1.865 3.432
H 0.680 1.477 5.033
H 0.765 3.171 4.485
H -1.987 3.099 4.942
H -4.927 1.878 2.036
O 2.312 -0.055 -0.939
N 3.182 -1.029 -0.872
C 4.496 -0.712 -0.915
C 5.482 -1.662 -0.862
C 5.101 -3.002 -0.756
C 3.766 -3.315 -0.709
C 2.753 -2.331 -0.756
S 1.102 -2.671 -0.649
H 4.666 0.350 -0.992
H 6.517 -1.353 -0.895
H 5.844 -3.790 -0.709
H 3.430 -4.339 -0.624
N -2.000 -0.100 -3.588
P -2.051 -1.411 -2.459
C -3.871 -1.619 -2.628
C -4.650 -0.816 -1.793
C -6.032 -0.814 -1.910
C -6.655 -1.626 -2.849
C -5.888 -2.427 -3.685
C -4.502 -2.415 -3.581
C -1.401 -2.774 -3.492
C -1.748 -4.096 -3.219
C -1.142 -5.140 -3.903
C -0.167 -4.879 -4.856
C 0.199 -3.567 -5.121
C -0.414 -2.521 -4.442
C -1.045 0.887 -3.639
C -1.166 1.907 -4.599
C -0.132 2.803 -4.730
C 0.980 2.683 -3.906
C 0.981 1.686 -2.945
N -0.008 0.789 -2.806
H -2.812 0.046 -4.164
H -4.178 -0.184 -1.049
H -6.612 -0.183 -1.247
H -7.736 -1.636 -2.932
H -6.369 -3.060 -4.422
H -3.908 -3.040 -4.238
H -2.486 -4.309 -2.453
H -1.426 -6.161 -3.675
H 0.318 -5.696 -5.380
H 0.974 -3.353 -5.847
H -0.106 -1.503 -4.643
H -2.048 1.953 -5.227
H -0.188 3.591 -5.474
H 1.818 3.357 -3.981
H 1.807 1.569 -2.257
C 3.919 -0.492 3.712
Te 2.225 -1.082 2.540
C 2.284 -3.155 2.985
H 4.791 -1.090 3.449
H 3.716 -0.574 4.779
H 4.126 0.549 3.461
H 2.101 -3.340 4.041
H 3.240 -3.570 2.670
H 1.481 -3.582 2.383
C -0.934 -0.934 4.978
Si -1.744 -2.071 3.705
C -1.259 -3.828 4.259
C -3.590 -1.933 4.135
N -1.381 -1.783 2.075
C -2.059 -2.699 1.281
C -1.480 -3.928 0.881
C -2.182 -4.890 0.176
C -3.510 -4.682 -0.189
C -4.101 -3.472 0.161
C -3.397 -2.505 0.863
H -1.102 -1.389 5.963
H 0.138 -0.794 4.831
H -1.425 0.044 4.987
H -1.541 -4.010 5.304
H -0.179 -3.979 4.163
H -1.753 -4.580 3.635
H -3.723 -2.025 5.220
H -4.198 -2.702 3.651
H -3.977 -0.955 3.826
H -0.452 -4.114 1.169
H -1.676 -5.813 -0.092
H -4.067 -5.435 -0.737
H -5.129 -3.273 -0.122
H -3.886 -1.572 1.125
C 2.708 5.554 1.314
Ge 2.580 3.804 0.346
C 3.999 2.702 1.190
C 3.284 4.268 -1.453
C 0.958 2.826 0.491
H 3.704 6.002 1.225
H 2.486 5.404 2.375
H 1.971 6.259 0.916
H 4.972 3.203 1.223
H 4.088 1.766 0.639
H 3.708 2.453 2.216
H 4.075 5.016 -1.345
H 2.510 4.676 -2.104
H 3.711 3.385 -1.935
H 0.065 3.381 0.164
H 0.849 2.737 1.583
*
```

Atomic partial charges in e from the Mulliken method, atoms 1 to 6: 0.8077, -1.0297, -0.6851, 1.4181, 0.5044, 0.0717

***

Here is C43H56BaGeN12S3 as an isolated structure from the Open Molecules 2025 dataset. Energies are from ωB97M-V/def2-TZVPD.

For the orbital gap, the calculation gives 4.67 eV. Its energy above the lowest of the compared OMol25 structures with the same formula, charge and spin is 19.9 kcal per mole. The LUMO energy is 3.6 eV. The value obtained for the HOMO energy is -0.0410 Eh. As for the molar mass: 1047.1 g/mol.

The geometry in ORCA input format:
```
! RIJCOSX wB97M-V def2-TZVPD def2/J DEFGRID3
* xyz -2 1
Ba 0.247 0.159 0.221
C 1.156 -0.942 3.468
N 2.539 -1.340 3.301
C 2.862 -2.673 3.792
C 3.341 -0.659 2.442
N 2.860 0.141 1.535
C 3.563 1.349 1.312
C 3.974 2.049 2.430
C 4.581 3.316 2.354
C 4.738 3.909 1.142
C 4.295 3.259 -0.037
C 4.378 3.974 -1.255
C 3.877 3.439 -2.402
C 3.343 2.143 -2.385
C 3.302 1.376 -1.240
N 2.745 0.083 -1.323
C 3.093 -0.717 -2.280
N 4.342 -0.755 -2.896
C 4.443 -0.870 -4.336
C 5.524 -0.210 -2.268
N 2.214 -1.665 -2.707
C 0.787 -1.493 -2.480
C 2.608 -3.036 -3.001
C 3.728 1.950 0.010
N 4.696 -0.904 2.603
C 5.587 -0.721 1.481
C 5.313 -0.841 3.907
H 0.858 -1.090 4.510
H 0.502 -1.542 2.822
H 1.055 0.116 3.226
H 2.018 -3.334 3.604
H 3.069 -2.660 4.871
H 3.723 -3.070 3.260
H 3.777 1.610 3.402
H 4.878 3.826 3.264
H 5.153 4.907 1.053
H 4.774 4.983 -1.232
H 3.858 4.014 -3.320
H 2.895 1.736 -3.283
H 3.465 -1.060 -4.769
H 5.118 -1.683 -4.628
H 4.832 0.066 -4.758
H 5.393 -0.165 -1.191
H 5.750 0.802 -2.618
H 6.376 -0.862 -2.491
H 0.537 -0.428 -2.487
H 0.467 -1.991 -1.554
H 0.223 -1.972 -3.282
H 3.688 -3.142 -2.940
H 2.267 -3.330 -3.999
H 2.157 -3.711 -2.268
H 5.029 -0.906 0.566
H 6.396 -1.454 1.546
H 6.016 0.287 1.439
H 4.549 -0.832 4.681
H 5.913 0.075 4.000
H 5.969 -1.703 4.078
N -1.766 3.062 3.495
C -0.819 2.158 3.246
N -1.333 1.156 2.570
C -2.620 1.549 2.381
N -2.934 2.700 2.926
C -3.551 0.793 1.520
C -4.927 0.916 1.655
N -5.769 0.259 0.863
C -5.215 -0.512 -0.059
C -3.837 -0.630 -0.214
N -3.000 0.028 0.587
H -1.649 3.991 3.848
H 0.213 2.281 3.543
H -5.343 1.564 2.417
H -5.876 -1.068 -0.713
H -3.423 -1.285 -0.985
S 0.073 5.085 -1.586
C 0.126 3.515 -0.993
S -0.246 2.147 -2.017
S 0.579 3.207 0.672
N -1.419 -2.636 0.779
C -1.343 -3.532 1.830
C -2.459 -3.714 2.658
C -2.422 -4.574 3.742
C -1.260 -5.276 4.033
C -0.157 -5.113 3.203
C -0.161 -4.277 2.086
C 1.072 -4.170 1.234
C 1.832 -5.335 1.049
C 3.090 -5.274 0.464
C 3.579 -4.031 0.069
C 2.779 -2.899 0.210
C 1.487 -2.898 0.781
H -0.603 -2.680 0.179
H -2.306 -2.601 0.292
H -3.363 -3.155 2.432
H -3.303 -4.687 4.364
H -1.208 -5.938 4.890
H 0.758 -5.652 3.427
H 1.434 -6.297 1.361
H 3.673 -6.177 0.319
H 4.570 -3.951 -0.374
H 3.190 -1.952 -0.143
C -4.172 -5.108 -4.123
Ge -2.629 -3.857 -4.036
C -2.833 -2.752 -5.664
C -1.080 -5.062 -4.399
C -2.547 -2.843 -2.457
H -4.193 -5.676 -5.061
H -5.100 -4.534 -4.029
H -4.129 -5.812 -3.284
H -3.141 -3.367 -6.517
H -1.895 -2.248 -5.919
H -3.593 -1.983 -5.498
H -1.373 -5.947 -4.976
H -0.643 -5.391 -3.451
H -0.303 -4.528 -4.959
H -1.851 -3.287 -1.742
H -2.293 -1.791 -2.647
*
```

Atomic partial charges in e from the Mulliken method, atoms 1 to 6: 0.1551, -0.1514, 0.5365, -1.1956, -1.4468, 2.0512

***

Here is C43H56BiCl8GeN9S as an isolated structure from the Open Molecules 2025 dataset. Energies are from ωB97M-V/def2-TZVPD.

For the orbital gap (spin up / spin down), the calculation gives 6.54 / 7.61 eV. Its energy above the lowest of the compared OMol25 structures with the same formula, charge and spin is 22.4 kcal per mole. The expectation value of S² is 0.754. The LUMO energy (spin up / spin down) is -2.7 / -2.7 eV. The value obtained for the HOMO energy (spin up / spin down) is -0.3384 / -0.3778 Eh. As for the molar mass: 1296.3 g/mol.

The geometry in ORCA input format:
```
! RIJCOSX wB97M-V def2-TZVPD def2/J DEFGRID3
* xyz 1 2
Bi -0.683 -0.414 0.051
C -0.707 5.167 -1.045
C -1.282 4.274 0.060
C -2.785 4.517 0.212
C -0.538 4.527 1.355
C -0.829 5.665 2.101
C -0.147 5.948 3.270
C 0.778 5.041 3.751
C 1.106 3.887 3.049
C 2.028 2.885 3.729
C 3.459 3.413 3.885
C 1.477 2.495 5.106
C 0.495 3.674 1.788
N 0.912 2.618 0.939
C 2.163 2.596 0.740
C 3.034 1.583 0.097
C 3.917 0.935 0.964
C 4.984 0.188 0.503
C 5.236 0.156 -0.863
C 4.368 0.778 -1.738
C 3.225 1.467 -1.288
N 2.294 1.810 -2.235
C 2.104 2.771 -3.047
C 2.628 4.131 -2.959
C 2.189 5.060 -3.837
C 1.226 4.791 -4.877
C 0.781 3.551 -5.086
C 1.251 2.390 -4.258
C 0.076 1.523 -3.914
C -0.947 2.036 -2.971
C -0.194 0.308 -4.728
C 3.610 4.512 -1.868
C 3.270 5.849 -1.200
C 5.033 4.548 -2.439
H -1.257 5.031 -1.977
H 0.344 4.930 -1.222
H -0.779 6.219 -0.760
H -1.123 3.229 -0.223
H -3.000 5.550 0.484
H -3.218 3.861 0.970
H -3.287 4.317 -0.731
H -1.583 6.356 1.750
H -0.341 6.865 3.810
H 1.281 5.245 4.688
H 2.048 1.975 3.130
H 3.472 4.340 4.460
H 3.928 3.608 2.920
H 4.067 2.678 4.413
H 1.431 3.348 5.783
H 2.124 1.741 5.557
H 0.479 2.069 5.016
H 2.769 3.420 1.144
H 3.763 1.037 2.032
H 5.632 -0.325 1.201
H 6.115 -0.349 -1.243
H 4.559 0.762 -2.805
H 2.554 6.075 -3.747
H 0.871 5.616 -5.482
H 0.050 3.332 -5.854
H 1.934 1.804 -4.892
H -0.512 2.773 -2.296
H -1.376 1.218 -2.386
H -1.787 2.519 -3.491
H 0.639 -0.405 -4.659
H -0.315 0.539 -5.794
H -1.105 -0.187 -4.390
H 3.586 3.742 -1.100
H 3.559 6.696 -1.822
H 3.803 5.943 -0.253
H 2.201 5.922 -0.998
H 5.090 5.257 -3.266
H 5.337 3.566 -2.805
H 5.738 4.857 -1.667
C 3.036 -2.345 -3.017
N 1.698 -2.898 -3.153
C 1.604 -4.237 -3.722
C 0.649 -2.233 -2.625
N 0.705 -1.155 -1.927
N -0.600 -2.767 -2.958
C -1.769 -2.660 -2.257
N -2.821 -3.324 -2.780
N -1.867 -2.029 -1.129
H 3.442 -2.511 -2.016
H 3.028 -1.275 -3.223
H 3.685 -2.825 -3.744
H 1.506 -4.206 -4.811
H 0.777 -4.797 -3.291
H 2.516 -4.779 -3.483
H 1.641 -0.805 -1.753
H -0.636 -3.296 -3.812
H -2.802 -3.734 -3.696
H -3.721 -3.207 -2.342
H -2.796 -2.148 -0.734
Cl -3.035 -2.264 2.078
C -1.397 -2.768 2.267
C -0.407 -2.239 1.447
C 0.887 -2.695 1.669
Cl 2.179 -2.054 0.727
C 1.199 -3.630 2.654
Cl 2.815 -4.156 2.886
C 0.187 -4.123 3.471
Cl 0.545 -5.264 4.697
C -1.121 -3.683 3.279
Cl -2.371 -4.265 4.303
Cl -4.008 1.690 -1.490
Ge -3.468 0.282 0.118
Cl -4.688 1.094 1.788
Cl -4.910 -1.334 -0.588
C -3.087 3.089 4.372
N -2.100 2.396 3.567
C -1.848 1.103 3.640
N -2.558 0.334 4.465
S -0.508 0.426 2.801
H -3.048 4.145 4.123
H -2.872 2.965 5.436
H -4.091 2.719 4.158
H -1.474 2.943 2.991
H -3.423 0.659 4.866
H -2.366 -0.653 4.472
*
```

Atomic partial charges in e from the Mulliken method, atoms 1 to 6: 1.0717, -1.4320, 2.1727, -1.6260, 1.5702, -0.5575

***

Here is C43H56N4OSbTi as an isolated structure from the Open Molecules 2025 dataset. Energies are from ωB97M-V/def2-TZVPD.

For the orbital gap (spin up / spin down), the calculation gives 4.93 / 5.28 eV. Its energy above the lowest of the compared OMol25 structures with the same formula, charge and spin is 37.0 kcal per mole. The expectation value of S² is 2.053. The LUMO energy (spin up / spin down) is -3.2 / -3.0 eV. The value obtained for the HOMO energy (spin up / spin down) is -0.2988 / -0.3053 Eh. As for the molar mass: 814.6 g/mol.

The geometry in ORCA input format:
```
! RIJCOSX wB97M-V def2-TZVPD def2/J DEFGRID3
* xyz 1 3
Ti 9.814 9.073 10.085
C 9.973 7.758 5.930
C 11.327 7.399 5.803
C 12.116 7.305 6.907
C 11.548 7.696 8.195
N 10.233 8.052 8.294
C 9.434 8.015 7.162
C 12.189 7.539 9.454
C 13.426 6.883 9.688
C 14.071 7.087 10.935
C 13.350 7.778 11.915
C 12.004 8.228 11.748
N 11.448 8.030 10.532
C 11.210 8.959 12.653
C 11.691 9.565 13.819
C 10.878 10.331 14.641
C 9.554 10.495 14.278
C 9.095 10.026 13.069
N 9.879 9.305 12.242
H 9.321 7.847 5.055
H 11.776 7.135 4.828
H 13.123 6.954 6.851
H 8.386 8.089 7.389
H 13.871 6.272 8.920
H 15.069 6.741 11.214
H 13.827 8.005 12.873
H 12.703 9.436 14.141
H 11.249 10.803 15.558
H 8.860 11.076 14.899
H 8.116 10.244 12.669
N 7.789 10.049 10.029
C 7.556 10.447 8.661
C 6.411 10.007 7.986
C 6.296 10.130 6.551
C 7.459 10.498 5.848
C 8.502 11.104 6.511
C 8.651 11.057 7.925
C 9.911 11.543 8.588
C 10.673 12.571 7.911
C 11.935 12.930 8.354
C 12.467 12.312 9.514
C 11.778 11.303 10.170
C 10.562 10.820 9.622
H 7.026 9.404 10.344
H 7.820 10.781 10.714
H 5.601 9.546 8.611
H 5.310 9.925 6.116
H 7.509 10.252 4.777
H 9.262 11.609 5.898
H 10.186 13.149 7.116
H 12.486 13.707 7.789
H 13.359 12.729 10.020
H 12.310 10.954 11.081
C 8.466 15.210 16.758
C 9.832 15.677 16.402
C 10.098 17.154 16.753
C 10.879 14.757 16.907
Sb 10.068 15.747 14.158
C 12.014 16.755 13.367
C 13.153 16.358 14.252
C 11.679 18.262 13.421
C 12.184 16.194 11.981
C 8.177 16.586 13.007
C 7.056 15.638 13.338
C 7.965 18.045 13.359
C 8.533 16.497 11.533
H 8.366 15.367 17.849
H 8.209 14.141 16.551
H 7.588 15.807 16.345
H 10.074 17.291 17.809
H 9.345 17.850 16.321
H 11.101 17.431 16.359
H 10.881 14.779 18.017
H 11.935 15.042 16.554
H 10.768 13.705 16.552
H 13.196 16.773 15.262
H 14.077 16.654 13.731
H 13.273 15.249 14.325
H 11.629 18.623 14.450
H 10.761 18.421 12.825
H 12.512 18.812 12.913
H 12.249 15.076 11.941
H 13.142 16.538 11.563
H 11.372 16.452 11.291
H 6.688 15.883 14.357
H 7.328 14.553 13.353
H 6.189 15.789 12.590
H 7.877 18.178 14.450
H 6.965 18.360 12.931
H 8.721 18.687 12.918
H 9.007 15.552 11.273
H 9.133 17.339 11.237
H 7.606 16.626 10.959
C 6.870 6.214 11.970
C 8.292 6.071 12.450
C 9.117 6.103 11.127
O 8.487 7.188 10.386
C 7.075 7.036 10.660
H 6.250 6.721 12.694
H 6.440 5.218 11.748
H 8.515 5.140 12.951
H 8.639 6.855 13.139
H 8.863 5.231 10.532
H 10.182 6.273 11.251
H 6.656 6.537 9.755
H 6.617 8.004 10.715
*
```

Atomic partial charges in e from the Mulliken method, atoms 1 to 6: -1.3362, -0.8996, -0.6046, -1.2606, 0.8155, 0.8103